# 1
Formula: C4H8O3Pt
Source: the OMol25 dataset
Level of theory: ωB97M-V/def2-TZVPD

```
! wB97M-V def2-TZVPD RIJCOSX def2/J DEFGRID3
* xyz 2 3
C -1.1046 -1.9656 2.7922
C -0.9069 -1.0992 1.5713
O 0.3129 -0.3733 1.7934
H -1.8802 -2.7220 2.6177
H -0.1692 -2.4614 3.0810
H -1.4282 -1.3215 3.6198
H -1.7263 -0.3771 1.4471
H -0.8057 -1.7032 0.6584
Pt 0.3789 2.0034 0.2602
O 0.6570 0.2933 0.6059
O 1.5852 1.6303 -1.2871
C 2.1530 0.5505 -1.1521
C 1.6991 -0.4031 -0.1076
H 1.3207 -1.3238 -0.5781
H 2.8775 0.1952 -1.9001
H 2.5342 -0.6450 0.5690
*
```

Summary:
* largest force on an atom: 8.0 eV Å⁻¹
* LUMO level (spin up / spin down): -10.9 / -13.1 eV
* ΔE to the lowest compared entry with this formula, charge and spin: 197.13 kJ/mol
* frontier orbital gap (spin up / spin down): 8.6 / 6.5 eV
* E_tot: -13638.81156 eV

---

# 2
Formula: C3H6IN2O
Source: the OMol25 dataset
Level of theory: ωB97M-V/def2-TZVPD

```
! wB97M-V def2-TZVPD RIJCOSX def2/J DEFGRID3
* xyz 1 1
C -0.7413 -0.7172 0.9141
C 0.9971 0.4910 -1.4778
C 0.6353 1.2080 -0.1146
N -1.5245 -2.4704 2.2432
N 0.2882 0.0763 0.9167
O -2.4714 -2.4655 1.6543
I -2.3602 -0.6835 -0.3719
H 1.8155 -0.1794 -1.4503
H 0.0757 0.0419 -1.8149
H 1.2198 1.2933 -2.2392
H -0.3092 1.6474 -0.2853
H 1.4472 1.8352 0.3060
H 0.9279 -0.0772 1.7197
*
```

Summary:
* largest force on an atom: 3.0 eV Å⁻¹
* LUMO level (spin up / spin down): -5.8 / -5.8 eV
* ΔE to the lowest compared entry with this formula, charge and spin: 455.05 kJ/mol
* frontier orbital gap (spin up / spin down): 8.0 / 8.0 eV
* E_tot: -16324.99474 eV